--- i ---
Formula: CH6N2O2S
Source: the Open Molecules 2025 dataset
Level of theory: ωB97M-V with the def2-TZVPD basis set

Each line ends with the natural charge from an NBO analysis.
Element x y z (Å)
C: -0.283 -0.321 -0.175  0.301
N: -0.285 0.538 -1.181  -0.799
N: -1.184 -1.320 -0.247  -0.783
O: 1.902 1.245 0.250  -0.965
O: 2.027 -1.161 -0.184  -0.979
S: 1.522 -0.065 0.719  1.573
H: -0.069 1.557 1.898  -0.005
H: 0.587 1.185 -0.939  0.445
H: -0.580 0.319 -2.120  0.401
H: -0.626 1.332 2.409  -0.001
H: -2.010 -1.256 -0.814  0.401
H: -1.001 -2.052 0.385  0.412

Output
Orbital gap = 9.37 eV
Highest occupied orbital energy = -8.9 eV



--- ii ---
Formula: CH6N2O2S
Source: the Open Molecules 2025 dataset
Level of theory: ωB97M-V with the def2-TZVPD basis set

Each line ends with the natural charge from an NBO analysis.
Element x y z (Å)
C: 1.133 0.831 0.979  -0.282
O: 1.182 0.219 -0.268  -0.690
S: -0.206 0.003 -0.970  2.276
N: -0.146 -0.871 -2.162  -1.079
N: -1.178 -0.928 0.564  -1.030
O: -0.920 1.235 -1.121  -0.918
H: 0.375 1.539 1.077  0.197
H: 2.084 1.339 1.229  0.214
H: 0.770 0.051 1.658  0.210
H: 0.392 -1.647 -1.834  0.373
H: -1.776 -0.301 1.020  0.362
H: -1.712 -1.471 -0.173  0.367

Output
Orbital gap = 10.96 eV
Highest occupied orbital energy = -10.3 eV



Short version: i is the most stable of them.



--- i ---
Formula: CH6N2O2S
Source: the Open Molecules 2025 dataset
Level of theory: ωB97M-V with the def2-TZVPD basis set

Each line ends with the natural charge from an NBO analysis.
Element x y z (Å)
C: -3.005 0.106 -0.238  -0.470
N: -1.705 -0.065 0.159  -0.518
S: -0.726 -1.230 -0.241  0.338
H: -3.398 -0.787 -0.589  0.185
H: -3.683 0.393 0.658  0.223
H: -3.160 0.863 -1.147  0.239
N: 2.882 -0.551 0.898  -0.509
O: 2.728 -0.361 -0.443  -0.143
O: 2.479 1.052 -0.559  -0.484
H: 2.117 -0.283 1.476  0.343
H: 3.698 -0.128 1.293  0.335
H: 1.772 0.990 -1.267  0.459

Output
Orbital gap (spin up / spin down) = 7.23 / 7.23 eV
Highest occupied orbital energy (spin up / spin down) = -8.5 / -8.5 eV



--- ii ---
Formula: CH6N2O2S
Source: the Open Molecules 2025 dataset
Level of theory: ωB97M-V with the def2-TZVPD basis set

Each line ends with the natural charge from an NBO analysis.
Element x y z (Å)
C: 1.140 0.254 -0.389  -0.476
N: -0.113 -1.387 -1.409  -0.814
N: -0.961 0.208 1.455  -1.057
O: 0.215 2.329 0.801  -0.946
O: -1.208 1.289 -0.876  -0.932
S: -0.296 1.131 0.223  2.242
H: 1.755 0.638 -1.134  0.224
H: 1.641 -0.464 0.210  0.230
H: 0.107 -1.503 -2.360  0.348
H: -0.971 -0.941 -1.126  0.335
H: -1.474 -0.384 0.888  0.396
H: -1.267 0.880 2.242  0.450

Output
Orbital gap (spin up / spin down) = 9.45 / 8.73 eV
Highest occupied orbital energy (spin up / spin down) = -10.1 / -9.4 eV



Short version: ii is the most stable of them.



--- i ---
Formula: C39H37InN7O4P2
Source: the Open Molecules 2025 dataset
Level of theory: ωB97M-V with the def2-TZVPD basis set

Each line ends with the Mulliken charge.
Element x y z (Å)
In: 11.498 11.222 12.637  1.632
O: 13.134 15.823 9.889  -0.630
C: 12.550 15.715 8.695  0.230
C: 13.018 16.438 7.602  -0.819
C: 12.652 16.110 6.311  -0.633
C: 11.513 15.278 6.160  -0.457
C: 10.944 14.679 7.262  -0.526
C: 11.569 14.759 8.500  0.661
C: 11.306 13.849 9.611  0.783
O: 11.553 14.220 10.837  -0.758
N: 10.941 12.630 9.256  -1.277
N: 10.962 11.663 10.234  0.770
C: 10.638 10.490 9.753  -0.976
C: 10.128 9.415 10.592  1.213
C: 9.458 8.416 9.877  -0.981
C: 8.792 7.448 10.609  -0.345
C: 8.802 7.486 12.052  -1.050
C: 9.556 8.511 12.637  -0.484
N: 10.132 9.482 11.922  0.311
H: 12.432 15.194 10.525  0.332
H: 13.714 17.207 7.788  0.516
H: 13.185 16.454 5.426  0.418
H: 11.065 15.023 5.193  0.349
H: 10.027 14.050 7.142  0.340
H: 10.628 10.316 8.704  0.418
H: 9.507 8.480 8.775  0.415
H: 8.300 6.648 10.064  0.428
H: 8.337 6.680 12.652  0.423
H: 9.765 8.608 13.668  0.769
O: 12.542 8.773 16.007  -0.722
C: 12.435 9.396 14.949  0.174
O: 11.573 10.407 14.788  -0.448
C: 13.216 8.967 13.715  0.748
C: 13.935 7.763 13.796  -0.757
C: 14.743 7.385 12.756  -0.428
C: 14.797 8.231 11.611  -0.758
C: 13.957 9.327 11.496  -0.314
N: 13.204 9.669 12.555  0.307
H: 13.661 7.120 14.649  0.458
H: 15.268 6.415 12.744  0.433
H: 15.553 8.041 10.786  0.363
H: 13.968 9.983 10.592  0.457
C: 9.540 14.324 13.121  -1.209
P: 9.602 12.663 13.861  1.351
C: 8.193 11.881 13.005  -1.709
C: 8.876 12.841 15.563  0.065
C: 7.625 12.254 16.000  -0.952
C: 7.223 12.332 17.325  -0.680
C: 8.023 12.957 18.281  -0.868
C: 9.203 13.546 17.864  -0.323
C: 9.656 13.477 16.536  0.560
P: 11.325 14.155 16.113  0.645
C: 11.489 15.479 17.409  -1.262
C: 12.191 12.736 16.884  -0.783
H: 10.325 14.945 13.555  0.277
H: 8.569 14.821 13.249  0.469
H: 9.752 14.277 12.051  0.310
H: 7.336 12.580 12.938  0.531
H: 7.791 11.002 13.536  0.386
H: 8.496 11.621 12.012  0.351
H: 6.934 11.853 15.262  0.337
H: 6.281 11.891 17.604  0.410
H: 7.722 12.988 19.318  0.421
H: 9.892 13.967 18.558  0.267
H: 10.554 16.158 17.403  0.335
H: 12.364 16.111 17.120  0.410
H: 11.626 15.031 18.426  0.342
H: 11.944 12.574 17.924  0.518
H: 13.298 12.971 16.869  0.379
H: 11.969 11.778 16.345  -0.157
N: 19.321 19.025 9.962  -0.479
C: 18.742 18.124 10.389  0.015
C: 17.987 17.030 10.871  0.431
C: 18.568 15.795 11.170  -0.632
C: 17.808 14.719 11.706  -0.513
C: 16.453 14.916 11.953  0.599
C: 15.919 16.224 11.779  -0.093
C: 16.635 17.256 11.234  -0.754
N: 15.670 13.865 12.387  0.351
C: 16.003 12.935 13.423  -0.570
C: 14.905 12.202 13.709  -1.169
N: 13.859 12.606 12.769  0.378
C: 14.345 13.576 12.044  -0.835
H: 19.640 15.638 11.111  0.401
H: 18.339 13.808 11.938  0.424
H: 14.852 16.387 11.995  0.416
H: 16.097 18.155 10.825  0.364
H: 16.996 12.746 13.774  0.400
H: 14.660 11.456 14.433  0.598
H: 13.814 14.136 11.236  0.663

Output
Net charge = +1
Orbital gap = 6.04 eV
Highest occupied orbital energy = -9.9 eV



--- ii ---
Formula: C39H37InN7O4P2
Source: the Open Molecules 2025 dataset
Level of theory: ωB97M-V with the def2-TZVPD basis set

Each line ends with the Mulliken charge.
Element x y z (Å)
In: -0.282 0.238 0.207  2.379
O: -0.092 0.955 5.539  -0.791
C: -0.701 -0.172 5.590  0.441
C: -1.134 -0.791 6.779  -0.613
C: -1.704 -2.057 6.842  -0.420
C: -1.793 -2.839 5.667  -0.642
C: -1.421 -2.290 4.484  -0.300
C: -0.949 -0.955 4.394  0.184
C: -0.525 -0.428 3.138  0.407
O: -0.706 -1.030 2.028  -0.502
N: 0.026 0.817 3.149  -0.491
N: 0.585 1.244 1.963  0.035
C: 1.293 2.339 2.192  -0.569
C: 2.469 2.688 1.441  0.563
C: 3.541 3.385 2.024  -1.164
C: 4.713 3.491 1.290  -0.396
C: 4.639 3.212 -0.094  -0.928
C: 3.444 2.750 -0.587  0.061
N: 2.404 2.390 0.129  0.157
H: 0.055 1.130 4.394  0.627
H: -0.807 -0.272 7.720  0.306
H: -2.088 -2.504 7.756  0.401
H: -2.281 -3.850 5.586  0.316
H: -1.548 -2.767 3.510  0.288
H: 1.127 2.883 3.120  0.503
H: 3.578 3.646 3.031  0.510
H: 5.628 3.846 1.717  0.478
H: 5.518 3.256 -0.752  0.400
H: 3.266 2.635 -1.675  0.485
O: -3.430 3.231 -0.142  -0.729
C: -2.448 2.483 -0.252  0.150
O: -2.109 1.355 0.385  -0.529
C: -1.384 2.697 -1.286  0.698
C: -1.477 3.885 -2.074  -0.807
C: -0.494 4.225 -2.994  -0.616
C: 0.551 3.297 -3.229  -0.783
C: 0.593 2.104 -2.482  -0.789
N: -0.358 1.846 -1.497  0.371
H: -2.281 4.575 -1.779  0.494
H: -0.453 5.125 -3.553  0.481
H: 1.224 3.527 -4.033  0.527
H: 1.421 1.382 -2.534  0.755
C: -5.980 -1.912 1.254  -1.624
P: -4.408 -1.027 0.840  0.931
C: -4.804 0.521 1.627  -1.180
C: -4.613 -0.570 -0.870  0.001
C: -5.826 -0.142 -1.371  -0.134
C: -6.000 0.250 -2.726  -0.775
C: -4.888 0.230 -3.540  -0.963
C: -3.628 -0.219 -3.040  -0.745
C: -3.485 -0.709 -1.780  0.203
P: -1.926 -1.499 -1.447  1.233
C: -1.196 -2.011 -3.037  -1.551
C: -2.379 -3.022 -0.624  -1.055
H: -6.809 -1.277 1.188  0.521
H: -5.851 -2.233 2.322  0.427
H: -6.081 -2.822 0.661  0.355
H: -3.985 0.833 2.329  0.178
H: -5.677 0.635 2.214  0.537
H: -4.771 1.388 0.901  0.222
H: -6.683 -0.287 -0.724  0.318
H: -6.922 0.603 -3.088  0.503
H: -5.025 0.689 -4.580  0.259
H: -2.785 -0.192 -3.694  0.372
H: -0.884 -1.227 -3.662  0.499
H: -1.837 -2.628 -3.647  0.466
H: -0.287 -2.621 -2.705  0.345
H: -3.328 -3.584 -0.955  0.334
H: -2.454 -2.865 0.464  0.101
H: -1.499 -3.707 -0.750  0.463
N: 9.835 -0.852 -3.496  -0.453
C: 8.685 -0.913 -3.280  -0.130
C: 7.367 -1.183 -2.794  0.759
C: 6.452 -0.151 -2.914  -0.930
C: 5.154 -0.310 -2.465  -0.171
C: 4.770 -1.552 -1.913  1.059
C: 5.705 -2.594 -1.890  -0.416
C: 7.002 -2.472 -2.330  -1.106
N: 3.459 -1.671 -1.295  0.257
C: 2.856 -2.872 -0.915  -0.101
C: 1.655 -2.585 -0.460  -1.545
N: 1.455 -1.176 -0.489  0.074
C: 2.580 -0.698 -0.969  0.333
H: 6.861 0.783 -3.281  0.446
H: 4.440 0.547 -2.604  0.330
H: 5.404 -3.571 -1.474  0.229
H: 7.719 -3.262 -2.178  0.446
H: 3.362 -3.850 -0.879  0.365
H: 0.991 -3.262 0.088  0.522
H: 2.650 0.361 -1.138  -0.154

Output
Net charge = +1
Orbital gap = 6.22 eV
Highest occupied orbital energy = -9.8 eV



Short version: i is the most stable of them.